The following is a quantum chemistry calculation of a structure of composition C2H3NO3, from the OMol25 dataset.

CARTESIAN COORDINATES (ANGSTROEM)
N (-0.459, -0.448, 0.882)
C (-0.007, -0.165, -0.881)
C (0.664, 0.112, 1.158)
O (-0.737, 0.912, -1.230)
O (0.262, -1.112, -1.541)
O (1.265, 0.493, 0.091)
H (-0.986, 0.785, -2.157)
H (-1.111, -0.850, 1.541)
H (1.110, 0.273, 2.137)

Relative energy (zero: lowest compared OMol25 entry of this formula, charge and spin) ... 210.2 kJ/mol
F_max ... 0.50 eV/Å
Multiplicity ... 1
Gap between HOMO and LUMO ... 0.4158 Ha

***

The following is a quantum chemistry calculation of the molecule C2H3NO3, from the OMol25 dataset.

CARTESIAN COORDINATES (ANGSTROEM)
O (-2.556, 0.394, 0.304)
C (-1.632, -0.430, -0.063)
C (-0.241, 0.273, -0.304)
O (-0.138, 1.550, -0.155)
N (1.015, -0.418, -0.022)
O (2.116, 0.202, 0.260)
H (-1.632, -1.562, -0.094)
H (1.091, -1.236, -0.327)
H (1.979, 1.227, 0.402)

Relative energy (zero: lowest compared OMol25 entry of this formula, charge and spin) ... 513.9 kJ/mol
F_max ... 11.02 eV/Å
Structure (SMILES) ... O=CC(=O)NO
Multiplicity ... 1
Gap between HOMO and LUMO ... 0.3124 Ha

***

> Which value of relative energy (zero: lowest compared OMol25 entry of this formula, charge and spin) does entry 2 give?

513.9 kJ/mol

***

> Look up the multiplicity of the first one.

1

***

> What is the relative energy (zero: lowest compared OMol25 entry of this formula, charge and spin) in the second record?

513.9 kJ/mol

***

> Which of these has the lowest gap between HOMO and LUMO?

number 2